[1]
The following is a DFT calculation (wB97M-V/def2-TZVPD) of a structure of composition C2H4O3.

Each line ends with the Löwdin charge.
Positions of all 9 atoms, in Å:
1 C 2.000 -0.208 -0.437  -0.138
2 C -1.022 -0.155 1.406  0.079
3 O 1.858 0.911 -0.056  0.009
4 O -1.860 0.163 -0.860  -0.147
5 O -0.680 0.094 0.324  -0.056
6 H 2.712 -0.358 -1.231  0.075
7 H 1.310 -0.999 -0.203  0.064
8 H -1.961 -0.451 1.807  0.073
9 H -2.357 1.004 -0.751  0.041

Cartesian forces (eV/Å) of the 6 atoms listed first:
C -0.2 0.7 -1.2
C 1.2 -0.7 1.5
O 0.0 0.9 1.0
O -1.6 0.0 -1.2
O 0.5 1.0 -0.3
H 0.9 -0.8 -0.4

Properties
- molar mass (g mol⁻¹) = 76.1
- total energy (Ha) = -304.08706
- LUMO energy (eV) = -0.05
- energy above the lowest of the compared OMol25 structures with the same formula, charge and spin (kcal per mole) = 159.8
- highest occupied orbital energy (eV) = -9.0
- total charge = 0
- gap between HOMO and LUMO (hartree) = 0.330



[2]
The following is a DFT calculation (wB97M-V/def2-TZVPD) of a structure of composition C31H31BrFIN5O9RbSi.

Each line ends with the Löwdin charge.
Positions of all 81 atoms, in Å:
1 Rb 0.383 -2.171 -2.366  0.873
2 O 0.433 2.337 -2.497  0.084
3 C 0.804 1.077 -2.774  -0.506
4 O 1.319 0.349 -1.964  -0.021
5 C 0.429 0.719 -4.189  -0.165
6 O 0.974 -0.517 -4.537  -0.225
7 C 0.430 -1.013 -5.763  -0.134
8 C 0.857 -2.478 -6.030  -0.726
9 O 0.990 -2.762 -7.234  -0.062
10 O 0.958 -3.209 -5.020  -0.131
11 H 0.428 2.458 -1.531  0.069
12 H 0.753 1.528 -4.858  0.143
13 H -0.672 0.701 -4.190  0.116
14 H 0.735 -0.367 -6.592  0.116
15 H -0.667 -0.994 -5.696  0.130
16 N -0.470 -0.314 3.198  0.098
17 C 0.642 -1.026 2.733  -0.340
18 C 1.140 -2.093 3.479  -0.014
19 C 2.287 -2.721 3.039  -0.077
20 C 2.890 -2.294 1.867  -0.080
21 C 2.310 -1.235 1.196  -0.165
22 N 1.230 -0.588 1.629  0.018
23 C -1.543 0.133 2.422  -0.337
24 C -2.486 0.977 3.023  -0.031
25 C -3.586 1.360 2.284  -0.085
26 C -3.707 0.925 0.970  -0.072
27 C -2.700 0.118 0.463  -0.097
28 N -1.642 -0.282 1.170  0.155
29 H -0.674 -0.425 4.175  0.127
30 H 0.614 -2.436 4.361  0.103
31 H 2.684 -3.568 3.583  0.091
32 H 3.745 -2.806 1.451  0.103
33 H 2.724 -0.864 0.264  0.105
34 H -2.344 1.317 4.042  0.102
35 H -4.334 2.011 2.723  0.103
36 H -4.539 1.194 0.334  0.091
37 H -2.752 -0.230 -0.562  0.101
38 F -6.513 4.331 0.106  0.065
39 C -5.186 4.151 -0.046  -0.193
40 C -4.691 3.609 -1.167  0.032
41 N -3.347 3.436 -1.365  0.024
42 C -2.886 2.722 -2.564  -0.020
43 C -3.354 1.233 -2.573  -0.692
44 O -4.520 1.046 -2.169  -0.041
45 O -2.527 0.418 -3.021  -0.025
46 C -2.440 3.765 -0.385  -0.449
47 O -1.234 3.625 -0.485  0.039
48 N -2.992 4.323 0.754  0.222
49 C -4.332 4.540 1.051  -0.430
50 O -4.680 5.004 2.121  0.061
51 H -5.328 3.260 -1.965  0.145
52 H -1.807 2.796 -2.600  0.094
53 H -3.309 3.222 -3.438  0.129
54 H -2.332 4.510 1.494  0.168
55 Br 4.126 3.788 3.520  0.678
56 C 3.236 4.836 2.210  -0.740
57 C 3.619 6.167 2.108  -0.159
58 C 3.009 6.990 1.175  -0.104
59 C 2.019 6.475 0.351  -0.091
60 C 1.643 5.146 0.461  -0.148
61 C 2.246 4.301 1.393  -0.726
62 I 1.627 2.302 1.472  1.114
63 H 4.392 6.548 2.760  0.088
64 H 3.310 8.027 1.096  0.096
65 H 1.534 7.105 -0.383  0.102
66 H 0.859 4.750 -0.173  0.070
67 C 3.309 -7.512 -0.079  -0.206
68 Si 2.025 -6.726 1.055  0.337
69 C 2.867 -6.498 2.735  -0.214
70 C 0.666 -8.008 1.324  -0.209
71 C 1.393 -5.194 0.392  -0.377
72 C 0.980 -4.169 -0.169  -0.248
73 H 3.675 -8.465 0.318  0.014
74 H 4.162 -6.842 -0.209  0.020
75 H 2.881 -7.689 -1.067  0.024
76 H 3.293 -7.438 3.098  0.014
77 H 2.149 -6.141 3.478  0.015
78 H 3.673 -5.762 2.665  0.013
79 H 1.069 -8.955 1.694  0.013
80 H 0.141 -8.198 0.385  0.021
81 H -0.069 -7.639 2.043  0.018

Cartesian forces (eV/Å) of the 6 atoms listed first:
Rb -0.2 -0.7 0.1
O 0.0 0.0 0.0
C 0.0 0.1 0.0
O 0.1 0.3 0.0
C 0.0 0.1 -0.1
O 0.0 0.1 -0.1

Properties
- molar mass (g mol⁻¹) = 957.0
- total energy (Ha) = -5436.18425
- LUMO energy (eV) = 3.29
- energy above the lowest of the compared OMol25 structures with the same formula, charge and spin (kcal per mole) = 0.0
- highest occupied orbital energy (eV) = -3.4
- total charge = -2
- gap between HOMO and LUMO (hartree) = 0.245